{"formula": "C32H34I2N12OPPbS", "method": "ωB97M-V/def2-TZVPD", "total_charge": 3, "de_lowest_ev": 1.566, "fmax_ha_per_bohr": 0.013, "homo_energy_ev": -15.632, "species": ["Pb", "C", "N", "C", "C", "N", "C", "P", "C", "N", "C", "C", "N", "C", "C", "N", "C", "C", "N", "C", "H", "H", "H", "H", "H", "H", "H", "H", "H", "H", "H", "H", "H", "H", "H", "N", "C", "S", "N", "N", "C", "C", "C", "C", "C", "C", "C", "C", "C", "C", "C", "C", "N", "H", "H", "H", "H", "H", "H", "H", "H", "H", "H", "H", "N", "C", "O", "C", "I", "H", "H", "H", "H", "I", "C", "C", "C", "C", "N", "C", "H", "H", "H", "H"], "positions_angstrom": [[0.2117, -0.5042, 0.8510], [5.1019, -3.9375, 0.8886], [3.6848, -3.5886, 1.0069], [2.6971, -4.4550, 1.3699], [1.5370, -3.7391, 1.3595], [1.8034, -2.4492, 0.9906], [3.1162, -2.3793, 0.7855], [4.1018, -0.9340, 0.2809], [3.6188, 0.2401, 1.5835], [2.3813, 0.5263, 1.9659], [2.4920, 1.3417, 3.0562], [3.8125, 1.5512, 3.3337], [4.5176, 0.8481, 2.4012], [5.9774, 0.8384, 2.3063], [3.0512, -0.3786, -1.0956], [1.7278, -0.2184, -1.1252], [1.4054, 0.0823, -2.4220], [2.5406, 0.1043, -3.1757], [3.5701, -0.1866, -2.3309], [4.9757, -0.2887, -2.7300], [5.2129, -4.9903, 1.1288], [5.6957, -3.3528, 1.5871], [5.4501, -3.7678, -0.1272], [2.8978, -5.4854, 1.6069], [0.5488, -4.0825, 1.6056], [1.6302, 1.7110, 3.5899], [4.3008, 2.1230, 4.1042], [6.3945, 0.8395, 3.3096], [6.3253, 1.7176, 1.7677], [6.3069, -0.0569, 1.7877], [0.3963, 0.2661, -2.7369], [2.6988, 0.3026, -4.2216], [5.0600, 0.0441, -3.7600], [5.3160, -1.3193, -2.6611], [5.5939, 0.3467, -2.1016], [-1.0293, 4.0177, -2.2407], [-1.3317, 2.9297, -1.4841], [-1.9368, 3.5278, 0.1698], [-1.2398, 1.7566, -1.8907], [-1.4417, 0.5743, -1.2342], [-2.3229, -0.1861, -1.7854], [-3.1883, 0.2457, -2.9149], [-4.5593, 0.3765, -2.7115], [-5.3812, 0.7763, -3.7556], [-4.8402, 1.0220, -5.0090], [-3.4747, 0.8748, -5.2186], [-2.6469, 0.4976, -4.1736], [-2.4583, -1.5864, -1.2951], [-3.2566, -2.4848, -1.9908], [-3.3883, -3.7852, -1.5187], [-2.7346, -4.1436, -0.3559], [-1.9407, -3.1905, 0.2660], [-1.7843, -1.9522, -0.1909], [-1.2933, 4.9435, -1.9468], [-0.9308, 3.8695, -3.2348], [-4.9871, 0.1717, -1.7373], [-6.4449, 0.8836, -3.5917], [-5.4830, 1.3187, -5.8267], [-3.0560, 1.0489, -6.2007], [-1.5839, 0.3818, -4.3449], [-3.7683, -2.1759, -2.8898], [-4.0033, -4.4977, -2.0519], [-2.8285, -5.1344, 0.0657], [-1.4264, -3.4268, 1.1902], [-3.5122, -1.2303, 4.3807], [-3.1233, -0.9434, 3.1337], [-1.9436, -0.7494, 2.8369], [-4.2183, -0.8298, 2.1094], [-4.6789, 1.2286, 1.7922], [-2.8188, -1.3154, 5.1070], [-4.4780, -1.3710, 4.6249], [-5.1424, -1.3143, 2.4087], [-3.8692, -1.2184, 1.1606], [0.5481, 6.8738, 1.2596], [-0.2256, 5.0811, 1.9278], [-0.7309, 4.8718, 3.1584], [-1.2665, 3.5767, 3.5065], [-1.3189, 2.5758, 2.6166], [-0.7885, 2.7207, 1.3111], [-0.2474, 3.9862, 0.9785], [-0.7288, 5.6591, 3.9006], [-1.6219, 3.4074, 4.5138], [-1.7061, 1.5886, 2.8236], [0.4800, 3.9798, 0.1729]], "lowdin_charge": [1.447, 0.001, -0.110, -0.017, -0.108, -0.065, -0.452, 1.188, -0.462, -0.064, -0.122, -0.030, -0.114, 0.002, -0.455, -0.055, -0.116, -0.021, -0.114, -0.002, 0.103, 0.095, 0.094, 0.140, 0.095, 0.103, 0.138, 0.106, 0.106, 0.066, 0.072, 0.137, 0.102, 0.097, 0.092, 0.120, -0.557, 1.184, 0.044, 0.025, -0.174, -0.219, -0.037, -0.046, -0.047, -0.049, -0.033, -0.213, 0.034, 0.000, -0.010, -0.138, -0.005, 0.100, 0.128, 0.108, 0.118, 0.120, 0.117, 0.111, 0.128, 0.131, 0.125, 0.098, 0.207, -0.669, -0.139, -0.524, 0.926, 0.133, 0.126, 0.059, 0.024, 1.050, -0.759, -0.078, -0.009, -0.184, -0.220, -0.418, 0.126, 0.134, 0.062, 0.117]}

{"formula": "C4H28NO8", "method": "ωB97M-V/def2-TZVPD", "total_charge": 1, "de_lowest_ev": 0.703, "fmax_ha_per_bohr": 0.035, "homo_energy_ev": -14.150, "species": ["C", "C", "C", "C", "N", "H", "H", "H", "H", "H", "H", "H", "H", "H", "H", "H", "H", "H", "H", "O", "H", "H", "O", "H", "H", "O", "H", "H", "O", "H", "H", "O", "H", "H", "O", "H", "H", "O", "H", "H", "O"], "positions_angstrom": [[0.5792, 2.4044, 2.0711], [1.0207, 1.8090, 0.7502], [2.3444, 1.0848, 0.8018], [2.9698, 0.7282, -0.5561], [-0.0488, 0.8749, 0.2423], [0.9445, 3.4368, 2.1108], [1.0555, 1.9169, 2.9210], [-0.4805, 2.5496, 2.2586], [1.1477, 2.5855, 0.0049], [3.0875, 1.7586, 1.2355], [2.3477, 0.1809, 1.4098], [3.9829, 0.4217, -0.3115], [2.5573, -0.1189, -1.0930], [3.1885, 1.6093, -1.1578], [-0.5000, 0.2156, 0.8866], [-0.8872, 1.4194, 0.0472], [0.1813, 0.3675, -0.6135], [-0.8987, -1.3380, -4.2401], [0.0048, -2.0484, -3.2064], [-0.9182, -1.9614, -3.5071], [1.1525, -1.1896, 2.6034], [-0.1249, -1.5690, 1.8700], [0.8474, -1.6026, 1.7902], [-4.0923, -1.7851, -0.0707], [-2.6572, -1.9439, -0.0726], [-3.4067, -2.1155, 0.5265], [1.5975, -2.2521, -1.4638], [2.2291, -2.8632, -2.6491], [1.6920, -2.0964, -2.4061], [-3.4228, 1.8010, 2.1412], [-2.6688, 0.4433, 1.8600], [-3.0287, 1.2542, 1.4550], [-1.4568, -1.4912, -1.9496], [-2.1827, -0.1986, -1.5191], [-1.6286, -0.9047, -1.1672], [1.0622, 0.1940, -3.0972], [0.5200, 1.4699, -2.7711], [0.1839, 0.5643, -2.8938], [-2.6178, -1.5787, 2.0924], [-1.8764, -0.9237, 3.3048], [-1.7994, -1.1087, 2.3623]], "nbo_charge": [-0.653, -0.044, -0.425, -0.640, -0.704, 0.245, 0.228, 0.239, 0.211, 0.231, 0.232, 0.239, 0.211, 0.214, 0.461, 0.439, 0.471, 0.492, 0.499, -0.966, 0.467, 0.494, -0.973, 0.483, 0.496, -0.980, 0.489, 0.498, -0.963, 0.484, 0.486, -0.991, 0.522, 0.484, -1.016, 0.486, 0.468, -0.944, 0.539, 0.494, -1.004]}

{"formula": "C14H25O6", "method": "ωB97M-V/def2-TZVPD", "total_charge": 1, "fmax_ha_per_bohr": 0.091, "homo_energy_ev": -11.888, "species": ["C", "O", "C", "C", "C", "C", "C", "C", "C", "C", "C", "C", "C", "O", "C", "O", "O", "C", "O", "H", "H", "H", "H", "H", "H", "H", "H", "H", "H", "H", "H", "H", "H", "H", "H", "H", "H", "H", "H", "H", "H", "O", "H", "H", "H"], "positions_angstrom": [[-4.1347, 3.4584, 2.9407], [-3.6990, 2.5366, 1.9099], [-4.3188, 2.8516, 0.6311], [-3.4032, 2.2929, -0.5581], [-3.1700, 0.6919, -0.4232], [-1.7847, 0.3397, 0.3394], [-0.6973, -0.3858, -0.6333], [-0.5211, -1.9616, -0.3049], [0.7322, -2.3053, 0.6092], [2.1022, -1.9527, 0.4907], [2.7807, -1.0802, -0.6521], [4.3510, -0.8478, -0.2907], [4.8718, 0.2801, -1.3227], [5.1259, -2.0387, -0.5327], [2.7587, -2.6471, 1.7684], [3.9509, -2.7750, 2.0956], [1.7983, -3.1622, 2.6958], [0.5921, -3.2399, 1.9182], [-0.4028, -3.9197, 2.1972], [-5.1833, 3.1972, 3.3411], [-4.1478, 4.5564, 2.5949], [-3.3874, 3.3592, 3.8012], [-5.3483, 2.3455, 0.5931], [-4.5107, 3.9848, 0.5066], [-2.4312, 2.8884, -0.5963], [-3.9711, 2.5312, -1.5355], [-3.1195, 0.2746, -1.4817], [-4.0139, 0.2731, 0.2164], [-1.9299, -0.2045, 1.3284], [-1.3157, 1.3623, 0.6036], [-1.0011, -0.2457, -1.7374], [0.3027, 0.1113, -0.3969], [-1.4688, -2.2630, 0.2829], [-0.5631, -2.6090, -1.2643], [2.7478, -1.6377, -1.6582], [2.3444, -0.0356, -0.7859], [4.3995, -0.4500, 0.7755], [4.4843, 0.1075, -2.3925], [4.5502, 1.3051, -0.9102], [6.0132, 0.2406, -1.2970], [5.8537, -2.0188, 0.1267], [1.0200, -0.6608, -3.2539], [0.9177, -1.2279, -2.4490], [0.9817, -1.1962, -4.0790], [1.8443, -0.1231, -3.2113]], "nbo_charge": [-0.266, -0.570, -0.071, -0.420, -0.413, -0.406, -0.433, -0.498, -0.021, -0.096, -0.485, 0.113, -0.645, -0.718, 0.757, -0.503, -0.470, 0.758, -0.489, 0.182, 0.178, 0.202, 0.175, 0.185, 0.203, 0.218, 0.197, 0.234, 0.233, 0.221, 0.195, 0.202, 0.284, 0.215, 0.187, 0.227, 0.206, 0.178, 0.219, 0.250, 0.497, -0.770, 0.596, 0.579, 0.583]}

{"formula": "C4H5NO", "method": "ωB97M-V/def2-TZVPD", "total_charge": 0, "de_lowest_ev": 3.435, "fmax_ha_per_bohr": 0.015, "homo_energy_ev": -10.261, "species": ["C", "C", "C", "C", "O", "N", "H", "H", "H", "H", "H"], "positions_angstrom": [[0.9180, -1.5981, 0.0712], [-0.3184, -0.8339, -0.1568], [-1.5158, -0.4399, -0.1033], [-0.2813, 0.8660, 0.2567], [0.5682, 1.0158, 1.1041], [-0.7682, 1.8750, -0.5188], [1.7537, -1.2575, -0.5444], [0.7056, -2.6468, -0.1504], [1.1910, -1.5036, 1.1258], [-0.5775, 2.7978, -0.1498], [-1.6753, 1.7251, -0.9344]], "nbo_charge": [-0.668, -0.127, -0.071, 0.687, -0.582, -0.810, 0.241, 0.251, 0.259, 0.401, 0.417]}

{"formula": "ClH2O2PS2", "method": "ωB97M-V/def2-TZVPD", "total_charge": 0, "de_lowest_ev": 3.466, "fmax_ha_per_bohr": 0.047, "homo_energy_ev": -9.900, "species": ["O", "O", "P", "S", "S", "Cl", "H", "H"], "positions_angstrom": [[-0.1870, -1.0918, 0.7319], [1.5755, 0.8384, 0.2183], [-0.2832, -0.8361, -0.7165], [-1.0521, 1.1243, -0.6891], [0.5324, 1.6024, 0.8289], [-0.2156, 0.8592, 2.5326], [0.9666, -1.0373, -1.2905], [-1.3366, -1.4592, -1.6156]], "nbo_charge": [-1.104, -0.902, 1.329, -0.325, 1.213, -0.144, -0.026, -0.041]}

{"formula": "C6H12O", "method": "ωB97M-V/def2-TZVPD", "total_charge": 0, "de_lowest_ev": 3.851, "fmax_ha_per_bohr": 0.007, "homo_energy_ev": -8.274, "species": ["C", "C", "C", "C", "C", "C", "O", "H", "H", "H", "H", "H", "H", "H", "H", "H", "H", "H", "H"], "positions_angstrom": [[-1.9145, 0.9596, 0.0156], [-0.4230, 0.6723, -0.2635], [-0.0372, 1.1360, -1.6711], [-0.3445, -0.8125, -0.1511], [1.7964, -1.3893, 0.2016], [0.4612, -1.2823, 0.9923], [0.7223, -0.4382, 2.1144], [-2.2050, 0.6704, 1.0326], [-2.0984, 2.0345, -0.0904], [-2.5542, 0.4194, -0.6898], [0.1746, 1.2172, 0.4833], [-0.2124, 2.2132, -1.7795], [-0.6161, 0.5994, -2.4301], [1.0263, 0.9520, -1.8621], [1.6363, -1.4859, -0.8782], [2.3671, -2.2583, 0.5326], [2.3621, -0.4762, 0.4002], [0.1544, -2.2760, 1.3430], [-0.0599, -0.4480, 2.6789]], "nbo_charge": [-0.586, -0.414, -0.587, 0.183, -0.611, -0.093, -0.732, 0.205, 0.220, 0.222, 0.199, 0.207, 0.217, 0.207, 0.244, 0.236, 0.230, 0.185, 0.470]}

Let's list lowest unoccupied orbital energy in order: -8.15; -2.63; -4.94; 0.73; -0.77; 0.40 eV.